Density functional theory data (wB97M-V/def2-TZVPD) for a structure of composition CH3NO3S3.

```
11
Properties=species:S:1:pos:R:3:forces:R:3:nbo_charge:R:1
C -0.68299 -1.25744 -0.51283 -2.6563 0.4309 -1.9847 -0.043
N 0.24652 1.43921 1.14411 1.6736 0.3344 -0.1759 -1.041
O 0.00197 -0.92982 0.61133 0.0645 -0.5667 0.5653 -0.723
O 2.29871 -0.09074 0.90674 0.4858 -0.4180 0.4858 -0.884
O 0.94269 0.50854 -1.07765 0.9881 -0.0397 0.4895 -0.905
S -0.59830 -2.58191 -1.36413 0.9264 -1.4554 0.0380 0.122
S -1.91689 -0.04406 -1.02510 -0.2509 0.2477 -0.4287 0.022
S 1.05903 0.22502 0.31806 -0.2271 2.5173 -1.2512 2.470
H 0.93228 2.14993 1.52067 -1.0464 -1.1730 -0.4804 0.412
H -0.20917 0.93137 1.87369 -0.4318 0.2118 0.9905 0.394
H -2.07387 -0.35010 -2.39491 0.4741 -0.0893 1.7517 0.178
```
Forces are in eV/Å.

Net charge: 0
Gap between HOMO and LUMO (eV): 8.548
Largest force on an atom (eV/Å): 3.34
HOMO energy (eV): -9.15